[1]
The following is a DFT calculation (ωB97M-V/def2-TZVPD) of a single C4H6N2O molecule.

Calculated values
**SMILES**: C[C@H]1N=CNC1=O
**Max |F|**: 0.1024 hartree/bohr
**Kohn-Sham gap**: 10.38 eV
**2S+1**: 1
**ΔE to the lowest compared entry with this formula, charge and spin**: 1.899 eV
**Total energy**: -9271.60321 eV
**Highest occupied orbital energy**: -9.602 eV

Structure (XYZ):
```
13
Properties=species:S:1:pos:R:3:forces:R:3:mulliken_charge:R:1
O -1.844373 -0.819324 -0.220624 2.8082 0.2791 0.3625 -0.655
N 1.488542 0.642441 -0.313172 -0.7245 -0.9977 -0.8928 -0.630
N 0.361797 -1.266441 0.363558 -1.3058 1.2048 -0.7498 -0.138
C 0.038636 0.870569 -0.537111 1.1772 -4.1400 3.0308 0.256
C -0.596390 1.572950 0.553377 -1.7637 2.3383 0.6435 -1.132
C -0.634435 -0.533085 -0.129147 -3.6301 1.8635 -2.6865 0.288
C 1.533722 -0.568710 0.056428 1.9077 -2.3933 1.8350 0.011
H -1.650783 1.593888 0.148387 0.7210 0.5433 1.4046 0.291
H -0.276989 1.207336 -1.436062 -0.2862 1.0248 -3.0998 0.455
H -0.168552 2.544758 0.782627 -0.2337 0.3782 -0.3036 0.359
H -0.506573 1.002375 1.456670 -0.3261 -0.2000 0.6910 0.285
H 0.025750 -2.194839 0.418724 1.0967 -1.5751 0.4530 0.281
H 2.330558 -1.281278 0.380668 0.5593 1.6741 -0.6878 0.329
```
Positions in Å, forces in eV/Å.

***

[2]
The following is a DFT calculation (ωB97M-V/def2-TZVPD) of a molecular structure, C30H25AuN2P2S3.

Calculated values
**Max |F|**: 0.0147 hartree/bohr
**Kohn-Sham gap**: 5.84 eV
**2S+1**: 1
**ΔE to the lowest compared entry with this formula, charge and spin**: 0.000 eV
**Total energy**: -89275.31993 eV
**Charge**: -2
**Highest occupied orbital energy**: -1.248 eV

Structure (XYZ):
```
63
Properties=species:S:1:pos:R:3:forces:R:3:mulliken_charge:R:1
Au -1.823816 0.813254 -1.975545 -0.0645 -0.3126 0.0232 -0.068
S -2.538483 2.602826 -3.336990 0.1166 -0.0526 -0.0190 -0.531
S -4.165651 -0.604050 0.274655 0.0964 -0.0523 0.0059 -0.601
S 1.366936 -1.157313 -2.629927 -0.0605 0.0055 0.1283 -0.616
P 0.516369 -0.845062 -0.843635 -0.0661 -0.2573 -0.3167 0.768
P -2.229026 -0.996526 0.549431 -0.0362 -0.0656 -0.1535 0.770
N -1.066199 4.116215 -4.933529 0.0698 0.0352 -0.0478 -0.563
N 0.104881 2.882054 -3.266263 0.0903 -0.0254 -0.0553 -0.147
C 1.310290 4.186683 -4.850162 -0.0181 0.0012 0.0089 -0.976
C -2.191967 -2.718786 1.197937 -0.0051 -0.0141 0.0375 0.006
C -1.192454 -0.848723 -0.800957 -0.0197 0.7448 0.1145 -0.158
C -1.984608 -3.749169 0.287292 -0.0010 -0.0133 0.0198 -0.309
C -2.373064 -5.390674 2.003514 -0.0024 -0.0186 0.0031 -0.471
C -2.190930 1.292829 2.153583 0.0069 -0.0126 -0.0185 -0.413
C 1.284410 2.900822 0.727361 -0.0161 0.0137 0.0106 -0.879
C 0.628256 1.770328 0.250353 -0.0246 0.0017 0.0295 -0.033
C -2.077312 -5.075706 0.685146 -0.0041 0.0010 -0.0159 -0.582
C 0.021240 5.509294 -6.572107 0.0010 -0.0032 -0.0195 -1.184
C -2.593469 -4.368121 2.918592 0.0008 0.0036 -0.0016 -0.635
C -0.265976 0.391127 3.929736 0.0048 -0.0124 -0.0019 -0.824
C 2.667146 2.930120 0.791822 0.0136 -0.0001 -0.0014 -0.534
C -1.694289 -0.003751 2.015827 -0.0416 0.0091 0.0293 0.086
C 2.317145 -2.949000 2.269258 -0.0004 -0.0059 -0.0025 -0.477
C 2.740228 0.704919 -0.116976 -0.0116 0.0138 -0.0211 -0.412
C 1.829430 -1.904102 1.490322 -0.0327 -0.0132 0.0450 -0.175
C 1.599667 -4.514996 0.603158 -0.0001 0.0044 -0.0075 -0.619
C -0.734631 -0.443748 2.921702 0.0487 0.0221 0.0047 -0.104
C 1.344471 0.659457 -0.165638 0.0853 0.0107 -0.0025 0.396
C -0.753188 1.683689 4.045287 -0.0114 0.0253 0.0044 -0.468
C -1.029785 3.249689 -3.894366 -0.0875 0.0257 0.1407 0.108
C 1.219179 -2.149043 0.264094 0.0063 0.0095 0.0332 0.121
C 0.090415 4.570366 -5.396400 -0.0230 -0.0334 0.0363 0.954
C 2.197895 -4.258654 1.831828 0.0020 -0.0058 0.0015 -0.456
C 3.398011 1.824491 0.363302 -0.0062 0.0039 0.0017 -0.760
C 1.126773 -3.470240 -0.172511 0.0306 -0.0356 0.0024 -0.484
C 1.243239 3.331775 -3.757648 -0.0339 0.0239 -0.0193 -0.039
C -2.514644 -3.043534 2.513946 -0.0003 -0.0381 0.0145 -0.332
C -1.721050 2.130355 3.152188 0.0049 0.0135 0.0035 -0.656
H 0.702735 3.759403 1.042505 0.0062 -0.0014 -0.0038 0.408
H 4.482230 1.842215 0.392703 -0.0023 0.0072 0.0040 0.365
H -0.340972 -1.448162 2.840223 0.0149 -0.0112 -0.0080 0.669
H -0.970383 5.955574 -6.621075 0.0065 0.0081 0.0046 0.338
H -2.948757 1.629546 1.454935 -0.0025 -0.0052 0.0007 0.324
H 0.777939 6.293403 -6.503991 -0.0017 -0.0089 0.0065 0.327
H 2.568209 -5.076102 2.440290 0.0017 0.0032 0.0051 0.360
H -0.451154 1.760368 0.174275 0.0003 -0.0149 -0.0055 0.207
H 0.488235 0.028871 4.620249 -0.0032 -0.0010 -0.0052 0.379
H 2.253355 4.543140 -5.244150 -0.0040 0.0032 0.0054 0.325
H -2.436052 -6.427247 2.316716 0.0007 0.0094 0.0039 0.353
H 1.922185 -0.888716 1.853215 -0.0080 0.0170 -0.0094 0.420
H 2.144251 2.994274 -3.250738 -0.0107 0.0026 0.0140 0.433
H -1.752210 -3.483145 -0.737656 -0.0053 0.0030 0.0004 0.408
H 0.689886 -3.662458 -1.145090 0.0029 0.0139 -0.0020 0.316
H 3.304160 -0.144811 -0.484001 -0.0054 -0.0064 -0.0004 0.418
H 0.192633 4.960988 -7.502184 -0.0087 -0.0022 0.0066 0.232
H -1.910682 -5.866215 -0.038457 0.0020 0.0000 0.0077 0.393
H 1.498557 -5.535314 0.250380 0.0037 0.0041 0.0057 0.378
H -2.835665 -4.603245 3.949481 0.0013 -0.0020 -0.0091 0.374
H -2.108077 3.140365 3.231835 0.0024 -0.0085 0.0018 0.384
H -2.719933 -2.252979 3.225531 -0.0017 0.0050 -0.0106 0.421
H 2.786600 -2.732813 3.223038 -0.0027 -0.0041 -0.0051 0.362
H -0.381659 2.341987 4.822665 0.0042 -0.0070 -0.0020 0.354
H 3.179135 3.811973 1.161621 -0.0014 -0.0004 0.0000 0.351
```
Positions in Å, forces in eV/Å.